72
Properties=species:S:1:pos:R:3 method="wB97M-V/def2-TZVPD" total_energy_ha=-3232.27750 homo_lumo_gap_ev=5.9516
Ir 0.788 1.113 0.427
C -3.795 2.782 3.785
C -3.237 1.547 4.458
O -1.832 1.375 4.172
P -1.256 0.555 2.939
S 0.570 -0.061 3.500
S -1.368 1.660 1.292
O -2.229 -0.706 2.932
C -1.891 -2.098 2.818
C -2.472 -2.841 3.996
H -4.856 2.874 4.023
H -3.685 2.722 2.703
H -3.279 3.676 4.133
H -3.780 0.650 4.159
H -3.288 1.635 5.542
H -0.807 -2.207 2.782
H -2.317 -2.451 1.876
H -2.045 -2.470 4.928
H -2.241 -3.904 3.908
H -3.555 -2.725 4.035
O 1.052 4.869 -1.075
C 1.011 3.665 -0.900
O 1.181 3.070 0.235
C 0.789 2.771 -2.108
C 0.575 3.350 -3.381
C 0.460 2.531 -4.458
C 0.628 1.132 -4.290
C 0.573 0.217 -5.371
C 0.781 -1.115 -5.162
C 1.077 -1.589 -3.862
C 1.125 -0.730 -2.804
C 0.870 0.647 -2.991
N 0.882 1.485 -1.909
H 0.501 4.426 -3.438
H 0.266 2.927 -5.448
H 0.375 0.597 -6.366
H 0.739 -1.808 -5.991
H 1.276 -2.643 -3.713
H 1.397 -1.056 -1.809
C 4.947 1.248 0.579
S 3.990 -0.257 0.629
C 4.961 -1.150 -0.578
O 2.725 0.017 -0.176
H 4.844 1.671 -0.421
H 5.986 1.009 0.804
H 4.530 1.913 1.329
H 5.934 -1.391 -0.150
H 5.064 -0.544 -1.477
H 4.420 -2.066 -0.810
C 0.692 -3.184 0.128
C -0.173 -1.963 -0.047
O 0.076 -0.971 0.616
C -1.324 -2.003 -0.989
C -1.807 -3.213 -1.480
C -2.889 -3.228 -2.346
C -3.474 -2.032 -2.739
C -2.984 -0.822 -2.264
C -1.915 -0.806 -1.384
H 1.559 -2.906 0.721
H 1.005 -3.573 -0.843
H 0.142 -3.977 0.640
H -1.353 -4.148 -1.178
H -3.271 -4.170 -2.718
H -4.318 -2.044 -3.417
H -3.431 0.111 -2.582
H -1.512 0.126 -1.007
C 1.130 2.738 3.073
C 1.538 1.376 2.538
O 2.753 1.149 2.339
H 1.587 2.852 4.062
H 0.058 2.873 3.175
H 1.524 3.493 2.401

65
Properties=species:S:1:pos:R:3 method="wB97M-V/def2-TZVPD" total_energy_ha=-1490.43227 multiplicity=6 charge=+1 homo_lumo_gap_ev="5.6005 / 5.6972"
O -0.606 0.565 -5.645
C -0.442 -0.537 -4.690
C 0.763 -1.149 -5.410
H -1.343 -1.169 -4.684
H -0.220 -0.155 -3.680
C 0.522 0.035 -6.418
H 0.573 -2.170 -5.768
H 1.715 -1.054 -4.865
C 0.074 -0.366 -7.815
H -0.808 -1.013 -7.794
H 0.867 -0.888 -8.365
H -0.194 0.533 -8.386
C 1.667 1.036 -6.473
H 1.812 1.477 -5.482
H 1.426 1.832 -7.193
H 2.596 0.543 -6.789
Ir -1.335 -0.206 -0.538
C -0.412 -2.049 -0.061
C -1.491 -1.777 0.881
C -2.723 -1.753 0.133
H -1.364 -1.603 1.937
C -2.413 -2.093 -1.236
C -1.001 -2.268 -1.352
H -0.467 -2.519 -2.262
H 0.637 -2.137 0.205
H -3.688 -1.496 0.545
H -3.115 -2.177 -2.056
C -0.308 0.986 0.873
C 0.571 0.801 -0.263
C -0.080 1.368 -1.417
H 1.540 0.304 -0.241
C -1.269 2.052 -0.955
C -1.394 1.825 0.445
H -2.208 2.162 1.091
H -0.128 0.580 1.881
H 0.248 1.262 -2.449
H -1.960 2.602 -1.590
O -3.167 0.411 -2.002
C -3.381 0.371 -3.428
C -4.813 0.750 -3.740
H -3.178 -0.649 -3.762
H -2.658 1.035 -3.916
C -5.469 1.029 -2.385
H -5.318 -0.082 -4.235
H -4.849 1.609 -4.407
C -4.413 0.821 -1.323
H -6.295 0.339 -2.216
H -5.876 2.037 -2.308
H -4.667 0.006 -0.629
H -4.192 1.739 -0.751
O 0.336 -0.626 4.168
C -0.008 0.433 4.945
C 0.883 1.151 5.772
C 0.443 2.330 6.365
C -0.885 2.758 6.199
C -1.776 2.007 5.416
C -1.339 0.823 4.825
C -2.202 -0.081 3.945
O -2.425 -1.211 4.410
O -2.534 0.480 2.875
H 1.285 -0.825 4.299
H 1.899 0.784 5.898
H 1.128 2.920 6.976
H -1.228 3.681 6.668
H -2.810 2.312 5.249

72
Properties=species:S:1:pos:R:3 method="wB97M-V/def2-TZVPD" total_energy_ha=-2224.85942 charge=+2 homo_lumo_gap_ev="5.6952 / 5.6962"
Pd 0.010 0.144 0.056
C 2.998 -0.059 0.370
N 1.979 0.239 -0.687
C 2.318 1.592 -1.210
C 2.024 -0.836 -1.697
C 3.147 -0.957 -2.501
C 3.266 -2.024 -3.372
C 2.262 -2.982 -3.386
C 1.138 -2.867 -2.587
C 0.965 -1.762 -1.741
N -0.165 -1.495 -0.964
C -1.421 -2.102 -0.842
C -1.864 -3.218 -1.562
C -3.149 -3.708 -1.394
C -4.045 -3.103 -0.528
C -3.635 -1.983 0.174
C -2.347 -1.499 0.021
N -1.934 -0.307 0.798
C -2.886 0.834 0.667
C -1.913 -0.662 2.251
H 3.980 0.040 -0.092
H 2.869 -1.071 0.734
H 2.909 0.662 1.178
H 3.366 1.617 -1.508
H 2.173 2.313 -0.410
H 1.702 1.844 -2.066
H 3.944 -0.228 -2.438
H 4.140 -2.125 -3.998
H 2.350 -3.848 -4.027
H 0.423 -3.667 -2.623
H -1.239 -3.714 -2.279
H -3.447 -4.578 -1.962
H -5.045 -3.492 -0.399
H -4.325 -1.494 0.848
H -3.794 0.614 1.226
H -3.144 1.002 -0.371
H -2.425 1.724 1.094
H -2.942 -0.837 2.563
H -1.508 0.166 2.828
H -1.334 -1.565 2.406
O 0.319 1.861 1.174
C 0.614 1.893 2.397
C 1.032 0.830 3.227
C 1.417 1.171 4.548
C 1.860 0.198 5.387
C 1.935 -1.145 4.982
C 1.560 -1.506 3.717
C 1.097 -0.538 2.794
O 0.751 -0.945 1.617
N 2.273 0.563 6.756
O 2.198 1.734 7.055
O 2.633 -0.341 7.474
H 0.562 2.885 2.858
H 1.371 2.196 4.894
H 2.291 -1.881 5.691
H 1.606 -2.537 3.394
C 0.299 0.408 -4.191
O -0.067 1.367 -3.155
P -0.927 1.094 -1.868
O -1.523 2.505 -1.542
C -0.748 3.701 -1.249
O -2.138 0.209 -2.283
C -3.140 0.641 -3.257
H 0.389 0.993 -5.101
H -0.484 -0.341 -4.293
H 1.247 -0.059 -3.939
H -1.471 4.448 -0.942
H -0.240 4.023 -2.155
H -0.045 3.499 -0.445
H -3.664 -0.263 -3.549
H -2.655 1.102 -4.115
H -3.816 1.345 -2.780

69
Properties=species:S:1:pos:R:3 method="wB97M-V/def2-TZVPD" total_energy_ha=-1660.58440 smiles="COc1ccc(NC(=O)C[C@H]2C(=O)N(c3ccc(OC)cc3)C(=O)N2CCN2CCN(C)CC2)cc1" homo_lumo_gap_ev=8.6123
C 0.505 7.620 2.097
O -0.404 7.052 1.187
C -0.024 5.942 0.494
C 1.204 5.303 0.621
C 1.479 4.180 -0.139
C 0.542 3.673 -1.032
N 0.889 2.520 -1.752
C 0.135 1.797 -2.616
O -0.969 2.097 -3.014
C 0.816 0.493 -3.031
C 0.563 -0.576 -1.956
C 1.108 -0.144 -0.598
O 2.231 0.245 -0.369
N 0.081 -0.262 0.282
C 0.139 0.047 1.664
C 0.686 1.248 2.085
C 0.748 1.549 3.434
C 0.251 0.651 4.373
O 0.261 0.845 5.719
C 0.803 2.041 6.224
C -0.309 -0.552 3.936
C -0.362 -0.856 2.594
C -1.107 -0.691 -0.356
O -2.156 -0.897 0.197
N -0.828 -0.799 -1.671
C -1.775 -1.315 -2.624
C -1.298 -2.650 -3.220
N -0.622 -3.452 -2.219
C -1.520 -3.992 -1.209
C -0.690 -4.662 -0.109
N 0.181 -5.713 -0.599
C -0.498 -6.955 -0.899
C 0.988 -5.198 -1.686
C 0.167 -4.527 -2.795
C -0.689 4.312 -1.160
C -0.962 5.431 -0.405
H 0.756 6.923 2.904
H -0.002 8.487 2.517
H 1.424 7.945 1.599
H 1.956 5.665 1.304
H 2.437 3.690 -0.033
H 1.795 2.142 -1.503
H 1.892 0.627 -3.142
H 0.391 0.166 -3.980
H 1.046 -1.518 -2.253
H 1.062 1.954 1.363
H 1.179 2.491 3.735
H 0.250 2.915 5.866
H 1.861 2.145 5.962
H 0.706 1.974 7.307
H -0.694 -1.235 4.675
H -0.801 -1.783 2.262
H -2.714 -1.437 -2.080
H -1.931 -0.582 -3.421
H -2.163 -3.169 -3.668
H -0.579 -2.452 -4.020
H -2.225 -4.719 -1.652
H -2.101 -3.183 -0.767
H -0.051 -3.902 0.353
H -1.349 -5.073 0.657
H 0.248 -7.699 -1.177
H -1.006 -7.298 0.002
H -1.239 -6.890 -1.708
H 1.666 -4.452 -1.259
H 1.584 -6.011 -2.105
H -0.471 -5.275 -3.300
H 0.846 -4.108 -3.543
H -1.422 3.926 -1.849
H -1.911 5.935 -0.494